Computed, not measured: a molecular structure, C25H26BrN4O2SSc, with ωB97M-V/def2-TZVPD.

Computed properties:
**HOMO level**: -12.69 eV
**Net charge**: +2
**Energy above the lowest of the compared OMol25 structures with the same formula, charge and spin**: 0.116 eV

The geometry in XYZ format:
```
60
Properties=species:S:1:pos:R:3:forces:R:3
Sc -0.0290 -0.1409 -0.1440 0.6 -1.8 -1.5
Br -2.7936 -7.1069 -0.4228 -0.8 -1.4 0.5
C -1.9587 -5.4973 -0.6141 0.4 0.7 0.7
C -1.7175 -5.0978 -1.9341 0.5 1.3 0.6
C -1.0525 -3.9038 -2.1178 0.6 0.6 0.2
C -0.6084 -3.0799 -1.0353 -0.3 -0.2 0.8
O -0.0380 -1.9108 -1.2658 -0.4 0.5 0.7
C -0.8661 -3.5288 0.3368 -0.4 0.2 -1.5
C -0.5890 -2.7921 1.5106 0.3 1.9 0.2
N -0.0726 -1.5341 1.5740 -0.2 -1.5 -1.3
C 0.3485 -0.9239 2.7585 -0.1 0.2 1.6
C 0.4035 -1.5631 3.9972 0.1 1.0 -0.6
C 0.6699 -0.8242 5.1793 0.4 1.5 -0.2
C 0.9424 0.5523 5.1348 -0.3 -1.0 -0.1
C 0.9538 1.2437 3.8895 0.2 -0.6 -0.3
C 1.2369 2.6305 3.7424 0.0 -0.2 -1.1
C 1.2344 3.2272 2.4673 -0.1 -0.5 1.4
C 0.9570 2.4376 1.3689 -0.5 -1.5 -0.1
N 0.6454 1.1228 1.4944 0.7 0.6 -0.2
C 0.6926 0.4821 2.7024 -0.7 0.5 0.3
C -1.5846 -4.7501 0.4886 0.2 -0.1 -0.8
H -2.0950 -5.6886 -2.7602 0.2 0.1 0.0
H -0.8245 -3.5389 -3.1115 -0.1 0.0 0.0
H -0.9476 -3.2849 2.4303 0.5 0.3 -0.2
H 0.2351 -2.6282 4.0129 0.0 -0.1 0.4
H 0.6705 -1.2950 6.1572 0.0 -0.2 -0.3
H 1.1503 1.1097 6.0502 -0.1 -0.2 -0.2
H 1.5002 3.1951 4.6303 -0.2 0.1 -0.1
H 1.3922 4.2823 2.3253 0.2 0.1 0.1
H 0.9711 2.8325 0.3443 -0.1 -0.1 0.5
H -1.8331 -5.0793 1.4876 0.0 -0.2 0.0
N -5.3789 2.9798 -0.4340 -0.7 0.7 -0.4
C -4.3116 2.1832 -0.3786 -0.1 0.4 0.1
C -3.7755 1.5878 -1.5400 -0.1 -0.1 0.3
C -2.6751 0.8017 -1.4402 0.4 0.1 0.4
N -2.0130 0.5892 -0.2618 -1.1 -0.1 -0.1
C -2.6097 1.0682 0.8684 0.1 0.5 -0.3
C -3.6955 1.9045 0.8595 0.3 -0.4 0.1
H -5.8354 3.2151 -1.3141 0.4 -0.2 0.4
H -5.6732 3.5496 0.3519 0.2 -0.4 -0.1
H -4.2181 1.7429 -2.5022 -0.3 0.1 -0.3
H -2.2979 0.3133 -2.3311 0.3 0.0 0.1
H -2.1694 0.7738 1.8151 0.2 0.1 -0.1
H -4.0797 2.3197 1.7901 0.0 -0.2 -0.2
C 3.0622 1.0592 -5.0543 0.6 -0.3 0.3
C 2.1876 1.2979 -3.8340 0.5 0.3 -0.1
S 2.2992 0.0378 -2.5179 0.1 1.2 -0.2
O 1.3057 0.7317 -1.5243 -0.1 -0.8 0.6
C 3.9640 0.3775 -1.7994 -0.3 0.5 0.0
C 4.1385 1.7749 -1.1865 -0.2 -0.3 -0.4
H 2.8276 1.7632 -5.8504 -0.2 0.0 0.1
H 2.9492 0.0432 -5.4380 0.0 0.1 -0.1
H 4.1202 1.2133 -4.8096 -0.2 -0.1 -0.1
H 1.1404 1.3331 -4.1143 -0.2 -0.2 0.2
H 2.4333 2.2497 -3.3497 -0.1 -0.2 0.0
H 4.6877 0.1791 -2.5924 -0.1 -0.1 0.0
H 4.0655 -0.3882 -1.0398 0.0 -0.3 0.1
H 4.4460 2.5043 -1.9357 -0.2 0.0 0.1
H 4.8954 1.7663 -0.4100 0.2 -0.2 0.0
H 3.2168 2.0810 -0.7039 -0.2 0.2 0.0
```
Forces are in eV/Å.

Charges obtained by Löwdin population analysis, quoted in units of e:
1 Sc 1.137
2 Br 0.862
3 C -0.743
4 C -0.085
5 C 0.012
6 C -0.280
7 O -0.186
8 C -0.126
9 C 0.002
10 N -0.010
11 C -0.210
12 C 0.022
13 C -0.020
14 C 0.001
15 C -0.132
16 C 0.062
17 C -0.013
18 C -0.090
19 N -0.018
20 C -0.145
21 C -0.059
22 H 0.115
23 H 0.121
24 H 0.139
25 H 0.111
26 H 0.120
27 H 0.127
28 H 0.133
29 H 0.118
30 H 0.126
31 H 0.114
32 N 0.174
33 C -0.285
34 C 0.014
35 C -0.093
36 N -0.082
37 C -0.106
38 C 0.020
39 H 0.137
40 H 0.133
41 H 0.124
42 H 0.130
43 H 0.117
44 H 0.132
45 C -0.109
46 C -0.368
47 S 1.065
48 O -0.631
49 C -0.330
50 C -0.099
51 H 0.092
52 H 0.085
53 H 0.080
54 H 0.093
55 H 0.095
56 H 0.099
57 H 0.086
58 H 0.086
59 H 0.088
60 H 0.047